# 1
Formula: C3H9N4
Source: OMol25
Level of theory: wB97M-V/def2-TZVPD

Results
Net charge   +1
Relative energy (zero: lowest compared OMol25 entry of this formula, charge and spin)   6.687 eV

Each line ends with the natural charge from an NBO analysis.
CARTESIAN COORDINATES (ANGSTROEM)
C  0.61  1.81  1.28  0.735
C  1.03  -0.34  0.44  -0.262
C  -0.62  -1.83  -1.03  -0.463
N  -0.02  2.50  1.96  -0.477
N  1.43  1.04  0.68  -0.584
N  -1.40  0.50  -0.72  -0.573
N  -0.44  -0.36  -1.01  -0.206
H  1.64  -1.04  -0.09  0.230
H  0.31  -0.73  1.13  0.207
H  0.34  -2.33  -1.28  0.235
H  -1.12  -2.01  0.03  0.226
H  -1.46  -2.11  -1.82  0.256
H  -0.70  3.24  1.92  0.473
H  2.34  1.45  0.39  0.479
H  -2.11  0.11  -0.20  0.317
H  0.16  0.10  -1.68  0.407

***

# 2
Formula: C3H5ClO2
Source: OMol25
Level of theory: wB97M-V/def2-TZVPD

Results
Net charge   0
Relative energy (zero: lowest compared OMol25 entry of this formula, charge and spin)   1.960 eV

Each line ends with the natural charge from an NBO analysis.
CARTESIAN COORDINATES (ANGSTROEM)
C  0.21  0.21  -0.68  -0.390
C  1.01  0.64  0.42  0.228
C  -1.04  -0.46  -0.43  0.114
O  2.28  1.03  0.30  -0.661
O  -0.95  -1.62  0.29  -0.687
Cl  -2.22  0.69  0.36  -0.149
H  0.58  0.39  -1.59  0.217
H  0.70  0.58  1.49  0.171
H  -1.63  -0.64  -1.35  0.188
H  2.62  1.41  1.13  0.491
H  -1.57  -2.25  0.07  0.480

***

# 3
Formula: C26H22FeN6O3
Source: OMol25
Level of theory: wB97M-V/def2-TZVPD

Results
Net charge   0
Spin multiplicity   5
Energy   -2821.986200 a.u.

Each line ends with the natural charge from an NBO analysis.
CARTESIAN COORDINATES (ANGSTROEM)
Fe  -0.40  0.18  -0.13  1.510
O  0.24  1.38  3.76  -0.644
C  -0.11  0.99  2.65  0.616
N  0.57  0.88  1.50  -0.809
C  1.93  1.24  1.36  0.189
C  2.69  1.85  2.36  -0.254
C  4.02  2.20  2.11  -0.226
C  4.59  1.95  0.88  -0.225
C  3.84  1.33  -0.12  -0.236
C  2.51  0.97  0.11  0.086
N  1.66  0.36  -0.85  -0.770
C  2.16  -0.18  -1.97  0.612
O  3.33  -0.32  -2.33  -0.665
C  1.09  -0.74  -2.90  0.117
C  1.37  -1.85  -3.59  -0.295
C  0.51  -2.80  -4.28  -0.195
C  -0.81  -2.95  -4.12  -0.224
C  -1.67  -2.02  -3.32  -0.091
N  -0.17  -0.14  -2.80  -0.370
C  -1.57  0.57  2.50  0.145
C  -2.41  0.55  3.61  -0.209
C  -3.73  0.18  3.43  -0.150
C  -4.18  -0.14  2.16  -0.253
C  -3.29  -0.09  1.11  0.056
N  -2.01  0.24  1.28  -0.551
H  2.24  2.05  3.31  0.249
H  4.59  2.67  2.90  0.206
H  5.61  2.22  0.68  0.206
H  4.29  1.11  -1.07  0.249
H  2.42  -2.12  -3.53  0.258
H  1.02  -3.52  -4.91  0.217
H  -1.32  -3.76  -4.65  0.210
H  -2.67  -2.06  -3.75  0.217
H  -1.99  0.83  4.56  0.257
H  -4.40  0.15  4.28  0.222
H  -5.21  -0.42  1.98  0.225
H  -3.60  -0.32  0.10  0.197
C  0.55  2.27  -2.71  -0.707
C  -0.35  1.17  -2.29  0.731
O  -1.38  1.38  -1.63  -0.648
N  -1.30  -0.60  -3.49  -0.432
C  -1.85  -2.35  -1.83  -0.437
C  -0.64  -2.81  -1.06  0.246
C  -0.13  -4.09  -1.23  -0.242
C  1.00  -4.47  -0.52  -0.141
C  1.59  -3.57  0.35  -0.238
C  1.02  -2.32  0.48  0.067
N  -0.07  -1.95  -0.21  -0.559
H  0.70  2.96  -1.88  0.258
H  0.02  2.80  -3.51  0.247
H  1.51  1.93  -3.09  0.247
H  -1.15  -0.42  -4.48  0.360
H  -2.61  -3.14  -1.76  0.236
H  -2.27  -1.46  -1.35  0.221
H  -0.62  -4.78  -1.90  0.227
H  1.42  -5.46  -0.65  0.224
H  2.48  -3.82  0.91  0.234
H  1.43  -1.58  1.15  0.231

***

# 4
Formula: C7H15NO3
Source: OMol25
Level of theory: wB97M-V/def2-TZVPD

Results
Net charge   0
Relative energy (zero: lowest compared OMol25 entry of this formula, charge and spin)   2.820 eV

Each line ends with the natural charge from an NBO analysis.
CARTESIAN COORDINATES (ANGSTROEM)
C  1.04  0.40  2.37  -0.627
C  0.66  0.88  1.06  -0.235
C  1.48  0.48  -0.17  -0.422
C  1.19  -0.96  -0.68  -0.055
C  -0.26  -0.87  -1.34  0.086
C  -1.30  -0.05  -0.50  0.051
C  -0.91  0.25  0.93  0.096
H  1.72  0.99  3.02  0.214
H  1.59  -0.67  2.16  0.222
H  0.26  0.01  3.02  0.215
H  0.45  1.90  1.09  0.216
H  1.34  1.07  -1.09  0.234
H  2.61  0.56  0.20  0.212
H  1.69  -1.05  -1.54  0.204
H  1.54  -2.97  -0.22  0.368
H  0.53  -2.23  0.94  0.359
H  -0.59  -1.90  -1.38  0.162
H  -0.51  0.51  -2.63  0.497
H  -2.26  -0.54  -0.43  0.160
H  -1.58  1.95  -0.83  0.497
H  -1.26  -0.70  1.35  0.154
H  -2.45  0.99  2.05  0.482
N  1.37  -2.14  0.30  -0.867
O  -0.09  -0.31  -2.58  -0.718
O  -1.34  1.14  -1.31  -0.766
O  -1.57  1.20  1.66  -0.742

***

# 5
Formula: C22H14FN3O2Pt
Source: OMol25
Level of theory: wB97M-V/def2-TZVPD

Results
Net charge   +2
Relative energy (zero: lowest compared OMol25 entry of this formula, charge and spin)   0.167 eV
Spin multiplicity   5

Each line ends with the natural charge from an NBO analysis.
CARTESIAN COORDINATES (ANGSTROEM)
Pt  -0.01  -0.01  0.45  1.119
O  6.48  -1.14  -3.53  -0.508
C  6.49  0.00  -3.54  1.025
O  6.46  1.15  -3.52  -0.509
C  3.81  0.00  -2.46  0.291
C  3.30  1.22  -2.12  -0.301
C  2.16  1.18  -1.30  0.197
N  1.68  0.00  -0.92  -0.503
C  2.17  -1.19  -1.30  0.291
C  3.31  -1.22  -2.11  -0.322
C  1.40  -2.36  -0.86  0.121
C  1.87  -3.67  -0.96  -0.185
C  1.05  -4.72  -0.56  -0.110
C  -0.22  -4.43  -0.07  -0.207
C  -0.61  -3.11  0.02  0.072
N  0.18  -2.11  -0.35  -0.487
C  1.39  2.35  -0.87  0.150
C  1.85  3.66  -0.98  -0.187
C  1.04  4.71  -0.58  -0.111
C  -0.23  4.43  -0.09  -0.207
C  -0.62  3.10  0.01  0.073
N  0.17  2.10  -0.35  -0.491
H  3.72  2.14  -2.47  0.270
H  3.75  -2.14  -2.47  0.270
H  2.86  -3.87  -1.34  0.245
H  1.40  -5.74  -0.63  0.257
H  -0.89  -5.22  0.23  0.260
H  -1.60  -2.85  0.38  0.224
H  2.84  3.86  -1.37  0.245
H  1.39  5.73  -0.65  0.257
H  -0.90  5.22  0.21  0.260
H  -1.61  2.85  0.38  0.226
F  -0.13  -0.02  6.54  -0.242
C  -0.11  0.00  5.22  0.545
C  -1.30  -0.22  4.52  -0.245
C  -1.27  -0.21  3.14  -0.205
C  -0.06  0.02  2.47  -0.164
C  1.12  0.23  3.19  -0.187
C  1.11  0.23  4.57  -0.252
H  -2.21  -0.40  5.06  0.271
H  -2.20  -0.38  2.60  0.245
H  2.06  0.41  2.68  0.242
H  2.01  0.39  5.15  0.270

***

# 6
Formula: C2H2F2S2
Source: OMol25
Level of theory: wB97M-V/def2-TZVPD

Results
Net charge   0
Relative energy (zero: lowest compared OMol25 entry of this formula, charge and spin)   0.845 eV

Each line ends with the natural charge from an NBO analysis.
CARTESIAN COORDINATES (ANGSTROEM)
C  0.89  0.18  -0.10  0.264
C  -0.45  0.13  0.58  0.007
F  1.08  1.16  -1.03  -0.321
F  -0.99  1.31  0.67  -0.313
S  2.15  -0.86  0.28  0.004
S  -1.29  -1.19  -0.46  0.022
H  -0.32  -0.19  1.60  0.223
H  -1.07  -0.54  -1.54  0.115

***

# 7
Formula: C33H43HgN5P2
Source: OMol25
Level of theory: wB97M-V/def2-TZVPD

Results
Net charge   0
Relative energy (zero: lowest compared OMol25 entry of this formula, charge and spin)   0.000 eV

Each line ends with the Mulliken charge.
CARTESIAN COORDINATES (ANGSTROEM)
Hg  -1.60  -0.10  -1.23  1.165
C  4.72  -1.13  -2.69  -0.366
C  4.75  -1.14  -1.35  -0.564
C  5.21  -0.03  -0.47  -0.873
C  4.92  1.40  -0.99  -1.225
C  3.58  1.64  -1.59  -0.087
C  3.25  1.41  -2.87  -0.366
C  4.31  1.11  -3.91  -0.972
C  5.27  -0.06  -3.56  -0.908
C  -3.76  0.24  -1.05  -1.221
H  4.42  -2.01  -3.27  0.311
H  4.62  -2.08  -0.80  1.078
H  6.30  -0.09  -0.31  0.358
H  4.77  -0.19  0.52  0.390
H  5.03  2.08  -0.13  0.421
H  5.69  1.66  -1.73  0.379
H  2.97  2.27  -0.94  0.829
H  2.25  1.60  -3.29  0.430
H  4.96  1.98  -4.06  0.281
H  3.82  0.92  -4.88  0.354
H  5.57  -0.53  -4.51  0.436
H  6.16  0.36  -3.06  0.361
H  -4.20  -0.75  -1.19  0.324
H  -4.22  0.93  -1.75  0.422
H  -3.94  0.56  -0.01  0.186
P  -0.54  1.92  -0.06  -0.436
P  -0.01  -1.19  0.89  -0.127
N  -0.50  2.96  -1.48  0.847
N  -1.25  2.84  1.18  0.724
N  0.64  -2.06  -0.51  0.338
N  0.13  -2.50  1.99  0.482
C  1.08  1.42  0.56  0.186
C  1.21  0.10  1.38  -0.894
C  -1.20  2.62  -2.66  -0.539
C  -0.98  3.60  -3.61  -0.668
C  -0.14  4.59  -3.01  -0.757
C  0.14  4.18  -1.71  -0.433
C  -2.59  3.28  1.13  -0.511
C  -2.87  3.97  2.29  -0.669
C  -1.70  3.93  3.12  -0.712
C  -0.73  3.21  2.43  -0.350
C  -0.12  -2.48  -1.63  -0.625
C  0.75  -2.87  -2.64  -1.330
C  2.07  -2.77  -2.11  -0.661
C  1.98  -2.24  -0.83  -0.394
C  1.08  -3.50  2.26  -0.355
C  0.56  -4.34  3.23  -0.557
C  -0.76  -3.87  3.57  -0.681
C  -1.01  -2.76  2.79  -0.180
H  1.53  2.26  1.12  1.259
H  1.67  1.27  -0.35  -1.477
H  2.23  -0.32  1.27  0.428
H  1.02  0.30  2.45  0.476
H  -1.80  1.72  -2.71  0.407
H  -1.39  3.59  -4.61  0.461
H  0.18  5.49  -3.51  0.445
H  0.72  4.64  -0.93  0.506
H  -3.18  3.04  0.26  0.420
H  -3.80  4.48  2.52  0.458
H  -1.58  4.42  4.08  0.455
H  0.28  2.94  2.70  0.374
H  -1.19  -2.61  -1.54  0.782
H  0.49  -3.19  -3.64  0.480
H  2.98  -3.08  -2.61  0.735
H  2.73  -1.99  -0.09  0.446
H  2.00  -3.53  1.70  0.367
H  1.04  -5.21  3.66  0.432
H  -1.45  -4.29  4.28  0.485
H  -1.88  -2.14  2.64  0.136
C  -3.99  0.41  3.61  -0.668
C  -4.50  -0.85  3.03  0.393
C  -5.59  -1.64  3.55  -1.051
C  -5.74  -2.72  2.67  -0.843
C  -4.74  -2.54  1.65  0.394
C  -4.54  -3.42  0.49  -0.831
N  -3.99  -1.43  1.91  -0.134
H  -4.78  1.18  3.66  0.346
H  -3.17  0.78  2.98  -0.155
H  -3.63  0.25  4.64  0.319
H  -6.13  -1.40  4.45  0.419
H  -6.43  -3.55  2.69  0.421
H  -4.14  -4.40  0.79  0.280
H  -5.49  -3.62  -0.04  0.329
H  -3.84  -2.94  -0.21  -0.130

***

# 8
Formula: C3H11NO2
Source: OMol25
Level of theory: wB97M-V/def2-TZVPD

Results
Net charge   0
Relative energy (zero: lowest compared OMol25 entry of this formula, charge and spin)   0.807 eV

Each line ends with the natural charge from an NBO analysis.
CARTESIAN COORDINATES (ANGSTROEM)
C  -0.49  0.06  -1.10  -0.214
N  0.25  0.77  -0.06  -0.673
C  1.62  1.05  -0.23  0.083
O  1.87  2.16  -1.18  -0.752
C  -1.78  -0.57  -0.59  -0.611
H  -0.63  0.61  -2.03  0.171
H  0.15  -0.79  -1.34  0.188
H  -0.19  1.31  0.66  0.384
H  1.98  1.51  0.69  0.174
H  2.14  0.17  -0.60  0.163
H  0.98  2.38  -1.42  0.458
H  -1.49  -1.38  0.07  0.203
H  -2.52  0.04  -0.11  0.210
H  -2.30  -1.02  -1.45  0.217
H  -0.12  -1.85  2.23  0.464
H  0.65  -2.03  3.47  0.464
O  -0.11  -2.43  3.01  -0.929

***

# 9
Formula: C3H7NO
Source: OMol25
Level of theory: wB97M-V/def2-TZVPD

Results
Net charge   0
Relative energy (zero: lowest compared OMol25 entry of this formula, charge and spin)   4.496 eV

Each line ends with the natural charge from an NBO analysis.
CARTESIAN COORDINATES (ANGSTROEM)
C  0.97  0.57  -0.16  -0.069
C  -0.51  0.53  -0.27  -0.164
C  -1.23  -0.36  0.54  -0.268
H  2.64  -0.52  0.10  0.470
H  1.52  1.40  -0.81  0.188
H  1.21  0.78  1.06  0.170
H  -1.00  1.44  0.01  0.210
H  -0.86  -1.40  0.81  0.191
H  -2.05  -0.27  1.22  0.203
H  -0.84  -1.08  -1.27  0.348
N  -1.40  -0.29  -0.97  -0.550
O  1.57  -0.80  -0.26  -0.729

***

Question: Which value of net charge does entry 8 give?
Answer: 0

***

Question: Which formula does entry 1 have?
Answer: C3H9N4

***

Question: Among the records above, which one has the highest net charge?
Answer: C22H14FN3O2Pt